Record 1
DFT (ωB97M-V/def2-TZVPD) results for a structure of composition C49H40BrCrN5O6P2.

Geometry as XYZ:
```
104
Properties=species:S:1:pos:R:3:lowdin_charge:R:1
Br 1.888 6.509 -2.231 0.774
Cr -0.619 0.155 0.295 0.630
P -1.418 -0.871 -2.121 1.127
P 0.236 -0.030 2.489 1.092
O -2.057 1.200 1.319 -0.123
O -5.665 -3.239 2.524 0.115
O -4.042 1.029 2.371 0.079
O -5.631 -1.065 2.991 0.140
O 0.968 1.721 -0.222 -0.168
O -1.437 1.684 -1.004 -0.200
N -1.999 -2.591 0.670 0.085
N -3.323 4.651 -3.200 0.213
N -3.512 2.807 -2.097 0.232
N 0.751 -1.217 -0.068 -0.089
N -1.928 -1.273 0.839 -0.050
C 1.389 3.782 4.755 -0.065
C -0.494 4.980 -2.267 -0.075
C -5.947 2.318 -2.648 0.006
C -7.009 2.843 -3.363 -0.063
C 0.694 3.873 3.558 -0.059
C -5.700 4.755 -4.109 0.002
C -3.781 -4.218 -2.636 -0.062
C -1.567 -0.401 4.594 -0.070
C -2.356 -1.169 5.441 -0.053
C 0.340 2.718 2.871 -0.077
C 1.531 -1.773 0.956 -0.390
C -1.893 1.930 -5.766 -0.076
C -4.991 -3.770 -2.119 -0.060
C -5.126 -2.165 2.457 -0.496
C 1.458 -3.258 -0.730 -0.043
C 0.573 2.849 -0.882 -0.207
C 1.761 -1.005 2.224 -0.231
C -2.781 -2.065 -2.213 -0.373
C -2.667 3.784 -2.415 -0.162
C -3.127 -3.084 1.204 0.022
C 1.359 3.931 -1.145 -0.032
C -4.759 3.035 -2.680 -0.155
C -0.690 1.868 -5.072 -0.068
C -6.887 4.043 -4.081 -0.065
C 2.383 1.537 -0.036 -0.010
C -0.778 2.761 -1.276 -0.279
C 0.740 -2.152 -1.103 -0.387
C -0.551 1.000 -3.998 -0.096
C 0.126 -1.817 -2.423 -0.240
C -1.602 0.164 -3.615 -0.326
C -5.102 -2.469 -1.643 -0.063
C -2.809 0.247 -4.306 -0.082
C -4.641 4.220 -3.392 -0.159
C -2.953 1.124 -5.376 -0.073
C -0.769 -1.018 3.633 -0.328
C -3.080 0.553 1.777 -0.529
C 1.737 2.537 5.272 -0.065
C 1.961 -3.016 0.586 -0.043
C 1.388 1.383 4.591 -0.078
C -0.783 -2.411 3.516 -0.096
C -4.000 -1.629 -1.685 -0.127
C -1.299 3.855 -1.981 -0.061
C -2.678 -3.371 -2.683 -0.071
C 0.688 1.470 3.385 -0.345
C -3.010 -0.912 1.503 -0.141
C -1.567 -3.173 4.370 -0.064
C -2.352 -2.552 5.335 -0.059
C -3.819 -2.030 1.755 -0.040
C 0.802 5.010 -1.855 -0.684
H -2.982 -0.684 6.180 0.115
H -3.896 1.168 -5.909 0.111
H 2.591 -3.673 1.171 0.110
H -6.039 -2.122 -1.223 0.116
H -3.381 -4.133 1.171 0.157
H -5.844 -4.437 -2.078 0.114
H 2.388 3.986 -0.818 0.112
H -0.232 2.785 1.955 0.092
H -1.588 0.681 4.672 0.120
H -5.610 5.683 -4.664 0.121
H 0.141 2.501 -5.361 0.112
H -5.059 -0.269 2.838 0.071
H 1.644 -4.131 -1.343 0.108
H 0.782 -1.169 -3.003 0.088
H -3.168 2.044 -1.517 0.146
H 1.655 0.413 4.998 0.117
H -1.747 -3.748 -3.088 0.098
H -4.075 -0.623 -1.277 0.104
H 0.381 0.999 -3.442 0.108
H -1.571 -4.252 4.280 0.113
H -7.744 4.422 -4.626 0.113
H 1.658 4.682 5.294 0.111
H -0.898 5.829 -2.805 0.106
H 2.599 -0.310 2.147 0.088
H 2.908 1.774 -0.958 0.111
H -1.247 -3.077 0.195 0.159
H -3.645 -0.382 -4.022 0.099
H 1.957 -1.668 3.063 0.101
H 2.742 2.170 0.774 0.112
H 2.533 0.493 0.199 0.071
H -2.919 5.482 -3.592 0.167
H 2.275 2.468 6.211 0.111
H -6.039 1.398 -2.080 0.116
H -1.998 2.598 -6.615 0.108
H -0.174 -2.902 2.763 0.100
H 0.420 4.843 3.162 0.111
H -0.029 -2.711 -3.021 0.083
H -2.956 -3.148 6.008 0.114
H -3.693 -5.233 -3.007 0.111
H -7.959 2.321 -3.364 0.113
```

Values from the calculation:
* highest occupied orbital energy (spin up / spin down): -10.334 / -10.368 eV
* net charge: +1
* multiplicity: 2

Record 2
DFT (ωB97M-V/def2-TZVPD) results for the molecule C8H15O4PS.

Geometry as XYZ:
```
29
Properties=species:S:1:pos:R:3:lowdin_charge:R:1
S 0.867 -0.493 2.399 0.784
P 0.260 -0.222 -0.436 0.553
O 0.195 -0.180 3.665 -0.538
O -0.369 -1.673 -0.712 -0.169
O 1.651 -0.431 -1.221 -0.202
O -0.468 0.788 -1.430 -0.206
C 0.357 -2.250 1.955 -0.300
C -1.436 1.754 -1.014 -0.274
C 0.126 0.475 1.168 -0.288
C 2.948 1.415 -0.301 -0.077
C -1.098 -2.317 1.546 -0.236
C 2.515 0.648 -1.541 -0.268
C -2.824 1.399 -1.521 -0.061
C -1.375 -1.515 0.327 -0.134
H 2.075 1.856 0.182 0.056
H -2.842 1.366 -2.605 0.077
H 3.431 0.741 0.404 0.080
H -3.129 0.429 -1.136 0.059
H -1.318 -3.376 1.353 0.134
H 3.377 0.189 -2.037 0.122
H -1.739 -1.978 2.365 0.128
H 0.559 -2.833 2.851 0.091
H -1.112 2.711 -1.436 0.122
H -2.382 -1.432 -0.054 0.107
H 2.010 1.316 -2.248 0.116
H -3.528 2.146 -1.173 0.079
H -1.418 1.811 0.080 0.082
H 1.023 -2.548 1.144 0.084
H 3.644 2.204 -0.575 0.080
```

Values from the calculation:
* highest occupied orbital energy (spin up / spin down): -8.152 / -8.452 eV
* multiplicity: 1

The records above give, respectively, relative energy (zero: lowest compared OMol25 entry of this formula, charge and spin) values of 0.0 74.9 kJ/mol.